37
Properties=species:S:1:pos:R:3:lowdin_charge:R:1 method="wB97M-V/def2-TZVPD" total_charge=0 homo_lumo_gap_ev=9.93 mol_weight_g_mol=208.25 total_energy_ha=-765.83553 e_above_lowest_ev=1.161
H -0.575 -0.618 -0.340 0.06
H -0.552 -0.257 1.694 0.03
H 1.177 -1.440 -2.131 0.12
H 2.285 1.758 -0.806 -0.02
C 0.407 1.619 1.678 -0.22
H 1.181 1.243 1.019 0.08
H 0.177 1.972 -1.196 0.10
O 0.820 -3.545 0.685 -0.05
H 3.456 2.775 -1.059 0.03
H 2.129 -2.138 1.124 0.04
O 2.514 2.697 -0.958 -0.08
N -0.175 0.406 2.352 0.00
H -1.750 -2.498 -1.562 0.00
C -0.667 2.472 1.021 -0.20
H -2.087 -3.315 -0.246 0.04
H -1.370 1.703 -2.037 0.12
O 2.248 -1.215 1.434 -0.06
H -1.039 -0.647 -2.000 0.11
H 2.014 -0.503 -0.121 0.03
H -0.889 0.744 2.984 0.07
N -1.443 1.614 0.086 -0.09
H 0.703 -4.356 0.192 0.05
H 1.205 0.280 -2.651 0.13
O 2.070 0.018 -0.955 -0.12
H 0.243 -2.928 0.217 0.01
H -2.380 -0.350 0.303 0.00
H 1.415 -1.065 1.909 0.02
H -3.554 -1.059 -0.214 0.06
H -0.227 3.320 0.485 0.11
O -1.564 -3.282 -1.054 -0.06
H -2.317 2.060 -0.158 0.10
C -0.400 -0.114 -1.281 -0.19
H -1.398 2.826 1.752 0.11
C 1.003 -0.406 -1.819 -0.22
O -2.773 -1.247 0.318 -0.07
C -0.732 1.366 -1.212 -0.17
H 0.845 2.113 2.547 0.12